Molecular formula: C25H26F5N2O4RuS
Method: DFT, the ωB97M-V functional and the def2-TZVPD basis

Structure (XYZ):
```
64
C25H26F5N2O4RuS the ωB97M-V functional and the def2-TZVPD basis
Ru 0.005 0.951 0.931
S 1.012 -1.939 4.461
F -0.566 3.181 -0.789
F 1.282 3.630 2.158
F 0.752 5.131 0.692
F 1.593 2.991 -0.566
F -0.803 4.054 1.743
O -0.944 -0.967 0.003
O -1.982 1.372 0.882
O -4.058 0.581 0.810
O 0.384 0.392 -1.797
N 2.130 -0.395 -3.014
N -0.084 -0.187 2.812
C 3.077 0.563 0.351
C -2.729 -1.144 5.792
C 0.322 -1.301 -4.432
C -0.604 -1.368 4.743
C 1.214 1.782 -3.543
C 4.312 -0.073 0.541
C 1.455 -1.631 -3.443
C 1.991 0.337 1.164
C -2.292 0.167 3.804
C 0.283 1.311 -4.689
C 1.119 -0.879 3.055
C -2.919 -2.050 0.796
C -1.469 -1.723 5.761
C 3.481 -1.233 2.471
C -3.128 -0.204 4.819
C 0.405 2.835 0.116
C 1.251 0.591 -2.638
C 0.405 3.937 1.186
C -0.999 -0.422 3.738
C 4.506 -0.968 1.610
C -2.390 -0.878 -0.012
C 0.587 -0.065 -5.317
C -2.875 -0.913 -1.453
C 2.200 -0.612 2.264
C -2.869 0.452 0.623
H 2.995 1.264 -0.467
H -3.988 -1.932 0.953
H -2.584 0.891 3.053
H -2.557 -1.846 -1.926
H 2.763 -0.067 -3.730
H -3.961 -0.858 -1.469
H -0.591 -0.858 -0.903
H -4.116 0.231 4.880
H 3.620 -1.905 3.309
H 0.153 -2.171 -5.069
H 0.800 2.649 -3.036
H -2.724 -2.984 0.268
H -2.478 -0.065 -2.015
H 1.083 -2.164 -2.570
H 2.208 2.021 -3.928
H 5.131 0.141 -0.133
H -0.052 -0.150 -6.198
H 0.309 2.066 -5.477
H 2.214 -2.261 -3.906
H 1.614 -0.087 -5.701
H 5.471 -1.435 1.755
H -1.172 -2.438 6.516
H -3.420 -1.415 6.578
H -2.424 -2.093 1.769
H -0.610 -1.139 -3.884
H -0.738 1.296 -4.300
```

Its net charge is 0. Its spin multiplicity is 6. Its LUMO energy (alpha / beta) is 0.484 / -3.065 eV. Its HOMO-LUMO gap (alpha / beta) is 6.3 / 5.4 eV. As for the strongest force on any atom: 0.6 eV Å⁻¹.